# 1
{"formula": "C5H8O2", "method": "the ωB97M-V functional and the def2-TZVPD basis", "mol_weight_g_mol": 100.12, "spin_multiplicity": 1, "fmax_ha_per_bohr": 0.0102, "relative_energy_ev": 3.896, "lumo_ev": -0.394, "gap_ha": 0.306, "elements": ["O", "O", "C", "C", "C", "C", "C", "H", "H", "H", "H", "H", "H", "H", "H"], "xyz": [[-1.43, -0.96, 0.82], [-1.81, 1.21, 0.78], [-0.75, -2.11, 0.31], [-1.24, 0.26, 0.31], [-0.26, 0.42, -0.88], [1.62, 1.53, 0.25], [1.10, 0.25, -0.27], [-0.48, -0.36, -1.62], [0.91, 2.35, 0.40], [0.29, -1.87, 0.08], [-1.27, -2.50, -0.57], [2.27, 1.39, 1.11], [-0.79, -2.85, 1.11], [2.30, 1.82, -0.58], [-0.48, 1.41, -1.28]], "nbo_charge": [-0.49, -0.55, -0.28, 0.82, -0.69, -0.79, 0.17, 0.24, 0.21, 0.23, 0.18, 0.24, 0.20, 0.28, 0.23]}

# 2
{"formula": "C48H37Br2F3KN11O5S3", "method": "the ωB97M-V functional and the def2-TZVPD basis", "mol_weight_g_mol": 1200.00, "spin_multiplicity": 1, "fmax_ha_per_bohr": 0.0489, "lumo_ev": 3.349, "gap_ha": 0.216, "charge": -2, "elements": ["Br", "Br", "K", "S", "S", "S", "F", "F", "F", "O", "O", "O", "O", "O", "N", "N", "N", "N", "N", "N", "N", "N", "N", "N", "N", "C", "C", "C", "C", "C", "C", "C", "C", "C", "C", "C", "C", "C", "C", "C", "C", "C", "C", "C", "C", "C", "C", "C", "C", "C", "C", "C", "C", "C", "C", "C", "C", "C", "C", "C", "C", "C", "C", "C", "C", "C", "C", "C", "C", "C", "C", "C", "C", "H", "H", "H", "H", "H", "H", "H", "H", "H", "H", "H", "H", "H", "H", "H", "H", "H", "H", "H", "H", "H", "H", "H", "H", "H", "H", "H", "H", "H", "H", "H", "H", "H", "H", "H", "H", "H"], "xyz": [[4.14, -4.15, -5.14], [6.13, 3.42, -3.55], [0.58, -0.07, 0.16], [0.06, 3.25, -0.93], [-3.17, -3.22, -1.59], [2.65, 0.13, 3.66], [7.12, -0.34, 4.11], [6.13, 1.48, 3.36], [5.27, 0.35, 4.93], [-3.48, -4.16, -2.65], [-2.92, -3.82, -0.29], [-0.53, -7.89, 3.25], [-0.70, 3.77, -2.06], [1.25, 2.45, -1.25], [0.41, -3.49, 1.03], [-0.76, 2.40, 0.13], [-1.96, -2.25, -1.82], [3.58, 0.54, -0.85], [-2.82, -1.27, -3.80], [-7.84, 0.42, -1.74], [-0.84, -0.48, -2.72], [-0.60, -6.43, 5.02], [-1.98, 0.23, 1.11], [3.29, -1.61, 1.73], [2.03, -1.33, -2.11], [-3.87, 1.50, 1.84], [3.80, -0.71, 2.63], [5.91, 0.20, 3.79], [4.06, 1.66, -0.34], [-4.61, -2.23, -1.45], [1.59, 4.42, 0.96], [5.43, -2.00, 0.80], [-0.48, -6.74, 3.67], [4.60, 1.07, -2.96], [-0.23, -5.56, 2.79], [0.87, -3.47, 2.30], [-6.88, -1.80, -2.08], [2.04, -3.35, -3.42], [-0.78, 0.48, -3.59], [-0.37, -4.51, 0.67], [-1.65, 0.61, -4.69], [2.18, 7.86, 2.32], [-2.65, 1.40, 1.16], [0.52, -4.47, 3.22], [-4.29, 0.33, 2.57], [3.94, -1.86, -3.45], [4.81, 2.56, -1.11], [2.08, 5.49, 1.68], [-2.05, 2.59, 0.51], [-2.81, 3.73, 0.50], [-4.09, 3.76, 1.12], [-2.64, -0.35, -4.74], [-1.91, -1.34, -2.83], [-3.51, -0.78, 2.58], [1.65, 6.79, 1.43], [1.43, -2.44, -2.55], [-5.62, -0.14, -0.94], [-6.80, -0.50, -1.59], [4.09, -2.25, 0.90], [0.75, 7.02, 0.38], [3.26, -1.00, -2.60], [-5.78, -2.65, -2.04], [-4.62, 2.73, 1.85], [6.01, -1.18, 1.75], [0.68, 4.68, -0.09], [-4.56, -1.01, -0.83], [3.29, -3.03, -3.87], [-2.36, -0.82, 1.76], [-0.71, -5.59, 1.50], [5.22, -0.58, 2.70], [5.07, 2.29, -2.43], [3.81, 0.27, -2.13], [0.27, 5.94, -0.34], [0.08, 1.16, -3.44], [2.84, 5.34, 2.45], [5.22, 3.47, -0.60], [7.07, -1.11, 1.76], [-7.81, -2.11, -2.53], [-5.89, -3.61, -2.50], [-4.62, 4.72, 1.15], [0.35, 7.99, 0.18], [-1.30, -6.42, 1.09], [-0.79, -5.50, 5.33], [1.38, 8.58, 2.62], [3.82, 1.90, 0.76], [-1.74, -1.73, 1.65], [-1.54, 1.43, -5.37], [1.46, -2.65, 2.62], [-7.55, 1.39, -1.76], [-3.64, -0.75, -0.32], [2.54, 7.46, 3.22], [-5.56, 0.83, -0.44], [0.45, -2.67, -2.12], [0.82, -4.39, 4.25], [-8.37, 0.23, -2.59], [-5.18, 0.34, 3.16], [-0.41, 6.13, -1.14], [3.02, 8.41, 1.87], [-5.49, 2.78, 2.48], [-3.75, -1.60, 3.22], [4.90, -1.60, -3.89], [-2.40, 4.65, 0.14], [-3.35, -0.35, -5.56], [6.05, -2.48, 0.05], [4.74, 0.84, -3.96], [3.67, -3.00, 0.25], [-0.74, -4.51, -0.33], [1.57, -4.29, -3.78], [-0.82, -7.21, 5.65], [1.84, 3.39, 1.12]], "mulliken_charge": [-0.22, -0.24, 0.72, 1.12, 1.68, -0.43, -0.31, -0.27, -0.25, -0.89, -0.68, -0.64, -0.83, -0.26, 0.24, 0.38, -0.09, 0.71, -0.50, -0.67, 0.21, -0.39, 0.88, 0.11, 0.89, 0.94, 0.02, 0.66, -0.36, -0.71, -1.20, -0.94, 0.14, -0.80, 0.89, -0.26, -0.83, -0.93, -0.08, -0.06, -0.93, -1.48, -0.57, -0.95, -0.82, -0.95, -0.44, -1.00, -0.20, -0.47, -0.72, -0.45, 0.27, -0.77, 1.26, -0.53, -0.55, 0.82, -0.20, -0.95, 0.18, -0.69, -0.98, -0.59, -0.47, 0.46, -0.12, -0.12, -1.01, -0.02, -0.49, 0.44, 0.32, 0.36, 0.35, 0.39, 0.49, 0.32, 0.53, 0.31, 0.39, 0.43, 0.21, 0.34, 0.29, 0.09, 0.41, 0.29, 0.25, -0.07, 0.41, 0.18, 0.59, 0.44, 0.21, 0.41, 0.57, 0.26, 0.39, 0.46, 0.54, 0.45, 0.39, 0.44, 0.71, 0.40, 0.44, 0.45, 0.23, 0.63]}

# 3
{"formula": "C12H17Cl3F3GaGeN3S2", "method": "the ωB97M-V functional and the def2-TZVPD basis", "s_squared": 0.7546, "mol_weight_g_mol": 573.11, "spin_multiplicity": 2, "fmax_ha_per_bohr": 0.0117, "relative_energy_ev": 0.106, "lumo_ev": [-6.361, -8.501], "gap_ha": [0.297, 0.258], "charge": 2, "elements": ["Ge", "Ga", "Cl", "Cl", "Cl", "S", "S", "F", "F", "F", "N", "N", "N", "C", "C", "C", "C", "C", "C", "C", "C", "C", "C", "C", "C", "H", "H", "H", "H", "H", "H", "H", "H", "H", "H", "H", "H", "H", "H", "H", "H", "H"], "xyz": [[-2.77, 1.69, -0.31], [-0.08, 0.02, -0.34], [-1.90, 3.67, -0.61], [-3.84, 1.73, 1.53], [-3.98, 1.24, -1.99], [-1.92, -1.33, 0.08], [2.34, -0.24, 0.24], [-3.68, -2.34, 4.13], [-4.26, -1.71, 2.14], [-2.80, -3.29, 2.39], [0.50, 1.58, -1.51], [-0.50, 0.13, 1.67], [0.55, -1.17, -2.00], [-1.50, -0.76, 1.69], [2.89, 1.19, -0.76], [1.11, -0.29, -3.05], [2.70, -1.68, -0.83], [1.46, -2.24, -1.52], [-1.70, -0.48, 4.05], [-0.67, 0.46, 4.00], [-2.12, -1.10, 2.89], [-0.08, 0.74, 2.79], [0.50, 1.10, -2.92], [1.77, 2.19, -1.02], [-3.24, -2.13, 2.90], [-2.17, -0.72, 4.99], [0.90, -0.69, -4.05], [3.35, 0.83, -1.67], [1.02, 1.82, -3.56], [2.19, -0.26, -2.95], [1.52, 2.73, -0.10], [-0.55, 1.09, -3.24], [1.77, -2.89, -2.35], [0.88, -2.85, -0.83], [3.68, 1.70, -0.19], [3.47, -1.37, -1.53], [2.11, 2.94, -1.75], [-0.34, 0.97, 4.89], [3.14, -2.44, -0.19], [-0.29, -1.62, -2.36], [-0.20, 2.33, -1.43], [0.73, 1.45, 2.69]], "nbo_charge": [1.08, 1.36, -0.37, -0.31, -0.31, -0.09, 0.33, -0.29, -0.30, -0.30, -0.76, -0.66, -0.70, 0.11, -0.53, -0.25, -0.53, -0.24, -0.05, -0.23, -0.18, 0.08, -0.25, -0.24, 0.98, 0.27, 0.26, 0.24, 0.25, 0.21, 0.24, 0.24, 0.25, 0.24, 0.28, 0.25, 0.25, 0.27, 0.29, 0.43, 0.47, 0.23]}

# 4
{"formula": "C3HCl2FO", "method": "the ωB97M-V functional and the def2-TZVPD basis", "mol_weight_g_mol": 142.94, "spin_multiplicity": 1, "fmax_ha_per_bohr": 0.0827, "relative_energy_ev": 3.825, "lumo_ev": -0.962, "gap_ha": 0.308, "elements": ["Cl", "Cl", "F", "O", "C", "C", "C", "H"], "xyz": [[-0.05, 1.95, 0.86], [-2.16, 3.13, 2.28], [-1.22, -0.54, -0.73], [1.92, -1.17, -0.57], [-1.16, 1.82, 2.15], [0.78, -1.24, -0.32], [-0.43, -1.26, 0.10], [-0.95, -1.90, 0.83]], "nbo_charge": [0.05, 0.10, -0.33, -0.42, -0.15, 0.63, -0.10, 0.23]}

# 5
{"formula": "C3H8N2", "method": "the ωB97M-V functional and the def2-TZVPD basis", "mol_weight_g_mol": 72.11, "spin_multiplicity": 1, "fmax_ha_per_bohr": 0.0759, "relative_energy_ev": 5.102, "lumo_ev": 1.113, "gap_ha": 0.364, "elements": ["N", "N", "C", "C", "C", "H", "H", "H", "H", "H", "H", "H", "H"], "xyz": [[-0.44, -0.03, -0.18], [-1.05, 1.06, 0.45], [-0.57, 2.38, 0.09], [1.65, -3.39, 0.29], [0.93, -2.52, -0.11], [-0.01, 0.23, -1.06], [0.47, 2.47, 0.42], [-1.17, 3.12, 0.61], [0.23, -2.10, -0.81], [-0.61, 2.59, -0.99], [-2.05, 0.97, 0.31], [2.17, -4.24, 0.64], [0.45, -0.53, 0.34]], "nbo_charge": [-0.69, -0.46, -0.43, -0.21, -0.29, 0.32, 0.19, 0.21, 0.26, 0.16, 0.35, 0.23, 0.36]}

# 6
{"formula": "C3H6N2O3", "method": "the ωB97M-V functional and the def2-TZVPD basis", "mol_weight_g_mol": 118.09, "spin_multiplicity": 1, "fmax_ha_per_bohr": 0.0961, "relative_energy_ev": 8.144, "lumo_ev": [0.233, 0.234], "gap_ha": [0.356, 0.357], "elements": ["O", "O", "O", "N", "N", "C", "C", "C", "H", "H", "H", "H", "H", "H"], "xyz": [[3.59, -0.50, -0.21], [2.24, -1.33, 1.12], [1.84, 1.17, 1.52], [2.55, -0.51, 0.36], [1.61, 0.61, 0.39], [-0.68, 1.10, -0.18], [0.64, 0.43, -0.44], [0.89, -0.21, -1.79], [-1.33, 0.40, 0.40], [1.97, -0.62, -1.84], [-1.13, 1.40, -1.07], [-0.51, 1.97, 0.47], [0.81, 0.42, -2.61], [0.35, -1.16, -1.86]], "nbo_charge": [-0.35, -0.31, -0.49, 0.61, 0.16, -0.66, 0.25, -0.67, 0.25, 0.24, 0.23, 0.26, 0.24, 0.24]}